(1)
DFT (ωB97M-V with the def2-TZVPD basis set) results for C37H38BrCrN8O3STe as an isolated structure.

CARTESIAN COORDINATES (ANGSTROEM)
Cr -0.70 0.49 -0.16
N -0.60 -0.84 1.51
C -1.92 -1.36 1.92
C -2.88 -0.20 1.82
N -2.78 0.28 0.42
C -3.55 -0.63 -0.52
C -2.62 -1.21 -1.57
N -1.65 -0.15 -1.93
H 0.08 -1.60 1.49
H -0.27 -0.21 2.24
H -1.91 -1.83 2.91
H -2.19 -2.14 1.21
H -2.59 0.62 2.48
H -3.90 -0.48 2.08
H -3.19 1.20 0.35
H -4.37 -0.06 -0.96
H -3.99 -1.44 0.06
H -3.18 -1.57 -2.44
H -2.05 -2.05 -1.17
H -2.15 0.66 -2.28
H -1.04 -0.43 -2.69
Br 4.01 -3.18 -4.90
C 3.21 -2.09 -3.61
C 3.98 -1.17 -2.90
C 3.39 -0.38 -1.92
C 2.03 -0.50 -1.64
C 1.28 -1.41 -2.37
C 1.85 -2.20 -3.35
N 1.38 0.28 -0.61
C 2.10 0.98 0.19
C 1.49 1.89 1.16
C 2.21 2.85 1.83
C 1.53 3.76 2.65
C 0.15 3.65 2.75
C -0.50 2.65 2.05
N 0.14 1.77 1.27
H 5.03 -1.06 -3.11
H 4.03 0.33 -1.43
H 0.24 -1.58 -2.13
H 1.25 -2.92 -3.89
H 3.18 0.98 0.14
H 3.28 2.94 1.71
H 2.07 4.54 3.16
H -0.42 4.33 3.36
H -1.58 2.55 2.11
Te 0.72 -3.56 0.09
C 0.03 -4.58 1.80
C 0.90 -4.76 2.88
C 0.46 -5.43 4.01
C -0.83 -5.93 4.07
C -1.69 -5.76 3.00
C -1.27 -5.08 1.86
C 0.47 -5.05 -1.38
C -0.79 -5.31 -1.90
C -0.94 -6.30 -2.87
C 0.17 -7.01 -3.31
C 1.42 -6.74 -2.79
C 1.58 -5.76 -1.82
H 1.92 -4.39 2.82
H 1.14 -5.58 4.84
H -1.16 -6.47 4.95
H -2.69 -6.17 3.04
H -1.94 -4.97 1.02
H -1.66 -4.77 -1.55
H -1.92 -6.51 -3.27
H 0.05 -7.77 -4.07
H 2.28 -7.30 -3.13
H 2.56 -5.56 -1.41
O 3.94 7.75 0.54
S 3.12 7.00 1.44
O 3.20 5.54 1.23
O 3.07 7.39 2.82
C 1.43 7.34 0.84
N 0.75 8.44 1.17
C -0.50 8.52 0.73
C -1.13 7.51 -0.01
C -0.32 6.45 -0.32
N 0.95 6.39 0.07
C -0.67 5.12 -0.90
C -1.92 4.51 -0.91
C -1.97 3.13 -1.00
N -0.87 2.36 -1.14
C 0.28 3.00 -1.43
C 0.42 4.35 -1.31
H -1.04 9.42 0.99
H -2.17 7.60 -0.31
H -2.83 5.06 -0.70
H -2.92 2.63 -0.90
H 1.13 2.39 -1.71
H 1.40 4.81 -1.41

HOMO energy (spin up / spin down), eV: -12.0 / -12.0
LUMO (spin up / spin down), hartree: -0.2632 / -0.2729
⟨S²⟩: 3.787
Net charge: +2
2S+1: 4



(2)
DFT (ωB97M-V with the def2-TZVPD basis set) results for C55H83As2F12N8O3 as an isolated structure in a non-equilibrium geometry.

CARTESIAN COORDINATES (ANGSTROEM)
C -0.25 2.19 -1.41
N 1.20 2.47 -1.77
C 2.13 1.90 -1.00
C 3.51 2.15 -1.20
C 3.92 2.85 -2.35
C 2.87 3.53 -3.06
C 1.52 3.30 -2.74
C 5.34 2.85 -2.76
C 5.82 2.58 -4.06
C 7.21 2.65 -4.31
N 8.14 2.82 -3.33
C 7.71 2.95 -2.04
C 6.39 3.13 -1.78
C 9.60 2.85 -3.62
H -0.42 1.20 -1.83
H -0.85 2.78 -2.10
H -0.31 2.32 -0.33
H 1.82 1.26 -0.19
H 4.17 1.63 -0.53
H 2.96 4.21 -3.89
H 0.74 3.64 -3.40
H 5.23 2.61 -4.97
H 7.60 2.49 -5.30
H 8.48 3.19 -1.33
H 6.06 3.37 -0.78
H 9.72 2.78 -4.70
H 10.08 2.03 -3.09
H 10.05 3.76 -3.21
C -1.30 5.38 3.77
N -0.44 4.15 3.61
C -0.75 3.23 2.64
C 0.20 2.20 2.50
C 1.37 2.07 3.27
C 1.58 3.13 4.23
C 0.68 4.11 4.36
C 2.27 0.87 3.15
C 3.66 1.01 3.41
C 4.44 -0.14 3.33
N 3.92 -1.35 3.16
C 2.58 -1.51 2.95
C 1.74 -0.39 2.95
C 4.82 -2.52 3.11
H -0.58 6.18 3.59
H -1.74 5.42 4.77
H -2.02 5.43 2.96
H -1.73 3.31 2.20
H 0.08 1.39 1.80
H 2.37 2.99 4.95
H 0.81 4.92 5.06
H 4.03 2.02 3.49
H 5.52 -0.17 3.31
H 2.16 -2.48 2.73
H 0.71 -0.59 2.70
H 5.19 -2.55 4.13
H 5.61 -2.38 2.37
H 4.35 -3.47 2.85
C -0.54 -4.30 -0.11
N 0.47 -3.71 -1.05
C 1.78 -3.84 -0.76
C 2.76 -3.38 -1.61
C 2.41 -2.83 -2.87
C 1.02 -2.73 -3.18
C 0.08 -3.12 -2.23
C 3.40 -2.23 -3.83
C 3.31 -2.40 -5.26
C 4.29 -1.97 -6.12
N 5.30 -1.17 -5.65
C 5.34 -0.90 -4.36
C 4.42 -1.36 -3.39
C 6.34 -0.69 -6.59
H -0.76 -3.62 0.72
H -0.24 -5.26 0.30
H -1.46 -4.49 -0.67
H 1.99 -4.32 0.19
H 3.79 -3.44 -1.30
H 0.80 -2.42 -4.19
H -0.99 -3.01 -2.32
H 2.49 -2.96 -5.69
H 4.22 -2.09 -7.19
H 6.23 -0.40 -4.01
H 4.46 -0.98 -2.38
H 7.09 -1.48 -6.61
H 6.79 0.24 -6.21
H 5.89 -0.51 -7.56
C -0.03 -1.38 9.65
C -0.97 -2.25 8.79
C -0.95 -1.66 7.31
C -1.87 -2.57 6.44
N -2.37 -1.94 5.07
C -3.36 -0.81 5.41
C -4.20 -0.51 4.13
C -4.15 -1.86 3.43
C -3.29 -2.81 4.26
C -1.15 -1.49 4.20
H 1.00 -1.41 9.29
H -0.04 -1.76 10.67
H -0.31 -0.34 9.52
H -1.99 -2.39 9.13
H -0.49 -3.23 8.78
H 0.03 -1.71 6.83
H -1.39 -0.66 7.26
H -2.76 -2.88 6.97
H -1.23 -3.37 6.06
H -2.86 0.10 5.75
H -4.05 -1.02 6.23
H -3.84 0.25 3.44
H -5.22 -0.28 4.43
H -3.89 -1.83 2.37
H -5.14 -2.31 3.52
H -2.69 -3.53 3.69
H -3.86 -3.38 4.99
H -0.57 -0.83 4.84
H -1.54 -0.85 3.42
H -0.58 -2.33 3.81
C -5.93 1.63 1.36
C -7.03 1.92 0.29
C -6.55 2.12 -1.18
C -6.26 0.77 -1.80
N -5.42 0.80 -3.08
C -5.23 -0.67 -3.60
C -3.90 -0.75 -4.43
C -3.09 0.43 -3.89
C -3.95 1.07 -2.73
C -5.92 1.75 -4.20
H -6.52 1.49 2.26
H -5.37 2.51 1.65
H -5.29 0.78 1.10
H -7.51 2.82 0.69
H -7.86 1.21 0.32
H -5.79 2.89 -1.30
H -7.42 2.53 -1.70
H -7.20 0.28 -2.03
H -5.72 0.13 -1.09
H -6.10 -1.01 -4.16
H -5.17 -1.33 -2.73
H -4.08 -0.67 -5.50
H -3.34 -1.67 -4.26
H -3.03 1.10 -4.74
H -2.11 0.26 -3.44
H -3.80 2.11 -2.43
H -3.77 0.46 -1.84
H -6.03 2.78 -3.86
H -6.83 1.35 -4.65
H -5.13 1.86 -4.95
As -4.85 -3.97 -0.37
F -3.62 -4.49 0.84
F -5.28 -5.71 -0.63
F -6.05 -3.43 -1.58
F -4.29 -2.28 -0.09
F -3.64 -4.13 -1.75
F -6.12 -3.79 0.85
As 0.78 0.95 -5.63
F 0.10 1.74 -7.07
F 1.95 0.03 -6.66
F 1.40 0.18 -4.19
F -0.35 1.91 -4.59
F -0.51 -0.31 -5.79
F 2.03 2.28 -5.50
O -1.89 -0.98 -0.87
C -1.09 -0.60 0.10
O -1.62 -0.13 1.13
O 0.11 -0.66 -0.02
H -2.60 -0.92 -0.22

HOMO energy, eV: -18.5
LUMO, hartree: -0.4671
Net charge: +5



For each record above, in turn, the calculated ΔE to the lowest compared entry with this formula, charge and spin values are 261.0; 0.0 kJ/mol.